A 3-piece molecular cluster, C21H51N7O5P2S overall in a non-equilibrium geometry, computed with ωB97M-V/def2-TZVPD.

CARTESIAN COORDINATES (ANGSTROEM)
C -1.20197 0.31989 -3.53631
C -2.14223 0.25482 -4.28620
C -3.23848 0.21475 -5.25265
N -4.47911 0.84829 -4.74034
C -4.24893 2.09821 -4.02970
O -3.36534 2.95040 -4.71954
C -2.47188 3.61830 -3.84983
C -5.38738 0.94841 -5.79443
O -5.60679 0.01907 -6.51700
O -5.98941 2.14786 -5.98904
C -7.41193 2.08646 -6.00109
S -8.09035 2.47642 -4.36795
C -8.98207 0.97726 -3.86841
C -8.20233 0.13585 -2.83528
H -0.26000 0.55898 -3.10207
H -2.92939 0.59153 -6.22676
H -3.46383 -0.84345 -5.39785
H -3.90853 1.86809 -3.01703
H -5.20906 2.60155 -3.92181
H -1.92843 4.35655 -4.43510
H -3.00300 4.13951 -3.04628
H -1.75118 2.92995 -3.40174
H -7.78323 1.11782 -6.33268
H -7.75594 2.83752 -6.70596
H -9.27812 0.37894 -4.72722
H -9.88500 1.34899 -3.38556
H -8.85517 -0.17876 -2.02187
H -7.36949 0.70759 -2.43172
H -7.79603 -0.75793 -3.30971
O 2.64101 3.04579 -1.67049
P 2.93560 2.69560 -0.25538
N 3.58066 1.12375 -0.37739
C 3.71441 0.17917 0.72025
C 4.68990 0.97842 -1.31598
N 1.33528 2.64332 0.37827
C 0.83124 1.50836 1.12703
C 0.29043 3.18621 -0.47690
N 3.60060 3.09373 1.28471
C 2.95614 4.22152 1.99422
C 5.03862 3.44492 1.17100
H 4.51253 0.43895 1.42937
H 3.94679 -0.80908 0.32381
H 2.79892 0.05041 1.28029
H 5.64818 1.31538 -0.89621
H 4.50458 1.54569 -2.22663
H 4.80472 -0.06802 -1.60345
H 0.74793 0.60166 0.51339
H -0.16070 1.73912 1.52407
H 1.45163 1.30193 2.00053
H -0.00773 2.48697 -1.26921
H 0.60543 4.11306 -0.94773
H -0.59622 3.42145 0.11853
H 2.91376 5.13094 1.38788
H 3.52301 4.43740 2.90109
H 1.94906 3.96806 2.30673
H 5.20817 4.29614 0.50506
H 5.61465 2.59771 0.79907
H 5.43962 3.69096 2.15299
O 3.26496 -2.32709 2.40811
P 2.67257 -3.08195 3.54347
N 3.63148 -4.49697 3.59082
C 3.28724 -5.72959 4.27416
C 5.07286 -4.26658 3.65036
N 1.12290 -3.43914 2.89314
C 0.57838 -4.78273 2.86331
C 0.75466 -2.72067 1.67717
N 2.08989 -3.15335 5.16300
C 0.87594 -2.35393 5.44564
C 3.12242 -2.69111 6.12553
H 3.35870 -5.66150 5.36899
H 3.97337 -6.51537 3.95151
H 2.29503 -6.08268 4.02231
H 5.42259 -4.02145 4.66297
H 5.36147 -3.45158 2.98906
H 5.61155 -5.15671 3.32085
H 1.14141 -5.45089 2.19942
H -0.45599 -4.75354 2.51337
H 0.53149 -5.21422 3.86410
H 1.21747 -3.14844 0.77971
H 1.03851 -1.67358 1.73800
H -0.33072 -2.75175 1.55324
H 0.98865 -1.30394 5.16084
H 0.66430 -2.40125 6.51464
H 0.00885 -2.75881 4.93572
H 3.44158 -1.66295 5.93176
H 4.00085 -3.33550 6.08988
H 2.73399 -2.74521 7.14110

Output
- 2S+1 = 1
- SMILES string = CN(C)P(=O)(N(C)C)N(C)C.CN(C)P(=O)(N(C)C)N(C)C.C#CCN(COC)C(=O)OCSCC
- largest force on an atom (eV/A) = 5.72
- charge = 0
- LUMO (eV) = 0.500
- gap between HOMO and LUMO (eV) = 8.9211
- E (a.u.) = -2671.03357
- E_HOMO (eV) = -8.42

***

C21H53AsF6MgN2O15 as an isolated structure in a non-equilibrium geometry, computed with ωB97M-V/def2-TZVPD.

CARTESIAN COORDINATES (ANGSTROEM)
Mg -1.98127 -1.14568 0.16745
N -1.91582 -1.10427 3.41357
O -2.64648 -0.18663 3.81683
O -1.81303 -1.25749 2.14554
O -1.22078 -1.77060 4.14466
As 1.30060 0.67218 0.04008
F 0.24100 1.90667 0.63755
F 1.76939 0.17161 1.59424
F 2.22839 -0.63382 -0.60822
F 0.77387 1.07022 -1.57953
F 2.60205 1.77127 -0.13882
F -0.13201 -0.41944 0.04410
C 0.21590 4.63820 2.26297
N -0.30000 3.72323 3.32449
O -1.50140 3.68717 3.48418
O 0.52506 3.16306 4.01409
H 1.23002 4.33611 2.03086
H 0.14764 5.67721 2.56630
H -0.43028 4.47279 1.40426
C 2.44998 -1.52344 -3.57596
O 2.20990 -2.72653 -2.87888
C 3.39658 -3.31800 -2.42750
C 3.18022 -4.69403 -1.85557
O 2.31850 -4.70194 -0.74282
C 2.44243 -5.86407 0.02913
H 3.25187 -0.96920 -3.07049
H 1.55520 -0.90993 -3.60336
H 2.84238 -1.67330 -4.59287
H 3.94133 -2.69184 -1.70879
H 4.09488 -3.45019 -3.27087
H 4.18434 -5.02314 -1.53770
H 2.87197 -5.42127 -2.61940
H 2.31997 -6.80050 -0.53064
H 1.71488 -5.80662 0.83625
H 3.43675 -5.93863 0.49568
C 2.19859 6.73664 -7.58367
O 1.47295 6.62625 -6.40625
C 1.65181 5.42057 -5.69688
C 1.33565 5.69261 -4.24570
O 1.45317 4.44848 -3.58544
C 1.42249 4.57804 -2.19458
H 3.23406 6.36114 -7.49486
H 2.26193 7.75385 -7.95782
H 1.81202 6.08256 -8.38544
H 2.69038 5.08203 -5.76595
H 0.97475 4.65613 -6.08671
H 0.30692 6.06785 -4.15161
H 1.99278 6.44844 -3.80398
H 1.44129 3.60814 -1.70675
H 0.51667 5.12104 -1.87909
H 2.23339 5.17998 -1.75957
C -2.83797 1.77747 0.24615
O -3.16992 0.38764 0.23472
C -4.32399 0.14820 1.07350
C -4.78235 -1.30334 0.89062
O -3.74210 -2.09602 0.34200
C -4.22824 -3.32983 -0.15446
H -3.58668 2.31458 -0.34252
H -1.88381 1.93498 -0.25257
H -2.76166 2.14763 1.26826
H -5.09860 0.86956 0.81266
H -3.97563 0.32282 2.09496
H -5.67728 -1.37516 0.26933
H -5.02617 -1.66930 1.89190
H -4.86280 -3.78465 0.61600
H -3.43712 -4.02281 -0.40606
H -4.90914 -3.15742 -0.99513
C -1.27152 0.36269 7.43114
O -0.53751 -0.30440 6.44866
C 0.63877 0.39091 6.12867
C 1.27146 -0.20904 4.89209
O 1.38013 -1.58839 5.09640
C 2.05013 -2.25405 4.06754
H -1.97069 -0.29476 7.94890
H -1.79058 1.23235 7.01389
H -0.61554 0.71371 8.24762
H 1.31984 0.40530 6.99280
H 0.45802 1.45093 5.89616
H 2.23556 0.32130 4.80943
H 0.68268 0.04114 4.00452
H 3.03535 -1.79916 3.87599
H 1.51000 -2.21592 3.11388
H 2.23441 -3.28147 4.37839
C -0.72646 -3.98898 1.01587
O -1.16511 -3.05480 0.01708
C -0.40374 -3.15561 -1.17338
C -1.08080 -2.36235 -2.30379
O -1.80001 -1.23975 -1.75916
C -2.33619 -0.42396 -2.77915
H -0.84383 -4.99031 0.59165
H -1.32480 -3.87412 1.91239
H 0.32615 -3.79181 1.22018
H -0.34210 -4.18007 -1.54370
H 0.58722 -2.71436 -1.07404
H -1.77651 -2.99165 -2.87214
H -0.34691 -1.96692 -3.00395
H -1.55087 0.03374 -3.39362
H -2.84384 0.45264 -2.38034
H -3.00211 -1.01002 -3.41595

Output
- 2S+1 = 1
- largest force on an atom (eV/A) = 2.20
- charge = 0
- energy relative to the best compared isomer or geometry (same formula, charge and spin) (kcal/mol) = 0.0
- LUMO (eV) = -0.176
- gap between HOMO and LUMO (eV) = 8.1876
- E (a.u.) = -5104.95790
- E_HOMO (eV) = -8.36

***

A 8-piece molecular cluster, C21H53Br2N3O10 overall in a non-equilibrium geometry, computed with ωB97M-V/def2-TZVPD.

CARTESIAN COORDINATES (ANGSTROEM)
C -0.27379 5.19419 -2.19871
N -1.75297 5.18351 -2.02417
O -2.30288 4.10562 -1.95444
O -2.31411 6.25970 -1.97279
H 0.00136 4.26409 -2.68486
H 0.17968 5.15969 -1.20984
H -0.01324 6.08555 -2.74979
C 1.06897 -1.14106 3.92816
N 1.95789 -0.85927 2.77473
O 2.89649 -1.60405 2.61235
O 1.68422 0.09796 2.07772
H 0.41629 -1.97129 3.67535
H 0.48579 -0.25382 4.14289
H 1.70378 -1.40861 4.76707
C -0.99403 0.42409 -0.12138
N -0.11968 0.96345 -1.21154
O -0.01906 2.17212 -1.24021
O 0.42359 0.19745 -1.97498
H -1.03825 -0.65411 -0.22356
H -1.93763 0.92697 -0.29235
H -0.48764 0.66689 0.80917
Br -1.83240 2.19507 -6.54546
C -1.84838 1.49983 -4.73956
C -3.15511 0.77862 -4.51641
Br -3.13129 -0.04955 -2.77549
H -1.74719 2.34420 -4.06706
H -1.01247 0.81428 -4.66035
H -3.29835 0.01490 -5.27454
H -3.99082 1.47030 -4.54637
C -3.63396 -7.01912 2.50286
C -3.27129 -6.19056 1.26967
O -3.50912 -4.80882 1.40233
C -2.73772 -4.18096 2.40769
C -2.63311 -2.70849 2.06754
H -3.45712 -8.07698 2.33866
H -3.05368 -6.67863 3.36317
H -4.68152 -6.84049 2.76187
H -2.21075 -6.37675 1.00438
H -3.82449 -6.54953 0.39898
H -3.20749 -4.34365 3.38171
H -1.72880 -4.61881 2.40750
H -1.77948 -2.25991 2.58082
H -3.49210 -2.10745 2.37728
H -2.54683 -2.59906 0.98744
C 1.08783 -3.36485 -0.80200
C -0.38313 -3.75000 -0.72859
O -0.73019 -4.51061 -1.85576
C -2.13104 -4.55650 -2.05010
C -2.44406 -5.43411 -3.24687
H 1.43072 -3.05820 0.18849
H 1.67020 -4.22714 -1.12750
H 1.26111 -2.55714 -1.51177
H -0.54194 -4.33091 0.19091
H -0.99231 -2.83737 -0.69375
H -2.66129 -4.95063 -1.17318
H -2.49429 -3.53120 -2.21355
H -1.77319 -5.19318 -4.07296
H -3.47542 -5.31604 -3.57243
H -2.28349 -6.48434 -2.99235
C 7.18416 4.02582 -1.86713
C 5.99881 3.70074 -2.74192
O 4.93963 3.05718 -2.05773
C 5.16336 1.67935 -1.83932
C 3.96482 1.10896 -1.12970
H 7.42690 3.24905 -1.14323
H 8.07737 4.22731 -2.46480
H 7.00339 4.93385 -1.28411
H 5.58562 4.63052 -3.13810
H 6.30846 3.11310 -3.61825
H 5.28129 1.20209 -2.82103
H 6.08288 1.52547 -1.26577
H 3.09124 1.19669 -1.77135
H 3.79908 1.58931 -0.16670
H 4.14488 0.05190 -0.90921
C 1.25670 3.62250 1.78726
C -0.02323 3.33529 2.50115
O 0.05994 3.89414 3.79868
C -1.17527 3.85076 4.47941
C -0.99130 4.44752 5.84949
H 1.53567 4.65937 1.99865
H 2.10352 3.02895 2.14232
H 1.22970 3.47153 0.70885
H -0.85723 3.80074 1.95753
H -0.19978 2.25221 2.57669
H -1.95382 4.35067 3.88678
H -1.50191 2.79605 4.54879
H -1.96214 4.58630 6.32961
H -0.48800 5.40978 5.77199
H -0.40550 3.78750 6.48705

Output
- 2S+1 = 1
- SMILES string = C[N+](=O)[O-].C[N+](=O)[O-].C[N+](=O)[O-].BrCCBr.CCOCC.CCOCC.CCOCC.CCOCC
- largest force on an atom (eV/A) = 1.23
- charge = 0
- LUMO (eV) = -0.115
- gap between HOMO and LUMO (eV) = 9.4655
- E (a.u.) = -6896.26746
- E_HOMO (eV) = -9.58

***

C21H53CuNO14P3 as an isolated structure in a non-equilibrium geometry, computed with ωB97M-V/def2-TZVPD.

CARTESIAN COORDINATES (ANGSTROEM)
Cu -0.57961 -1.47630 -0.17792
O -1.90699 -3.20489 -0.14488
H -1.73398 -3.83343 -0.87257
C 2.58590 -1.68025 -1.75718
O 1.41785 -1.59454 -1.41348
N 3.46527 -2.60353 -1.31131
C 4.84916 -2.44044 -1.69332
C 3.20436 -3.47578 -0.20496
H 3.01781 -1.08205 -2.57437
H 5.35330 -2.03054 -0.81816
H 4.96644 -1.83249 -2.59041
H 5.33156 -3.39098 -1.92104
H 2.13750 -3.59532 -0.01617
H 3.78872 -4.39379 -0.14290
H 3.58901 -2.94244 0.66434
C 0.75425 1.72849 -5.96341
C -0.29103 0.73810 -5.49831
O -0.15046 0.47502 -4.09064
P -1.50665 0.42408 -3.23376
O -1.42080 0.23223 -1.74345
O -2.40610 -0.61136 -4.08121
C -2.28131 -1.97519 -4.01924
C -0.86902 -2.48375 -4.29337
O -2.17034 1.88371 -3.61738
C -3.49396 2.19661 -3.23462
C -4.19750 2.90712 -4.47654
H 0.60580 1.88281 -7.03217
H 0.47233 2.68747 -5.52870
H 1.79145 1.49007 -5.72793
H -1.29702 1.04708 -5.78218
H -0.17775 -0.25850 -5.92498
H -2.58305 -2.25334 -3.00944
H -3.04462 -2.45728 -4.63000
H -0.47989 -2.17222 -5.26272
H -0.23420 -2.22623 -3.44558
H -0.84730 -3.57106 -4.36684
H -4.03968 1.27639 -3.02609
H -3.46370 2.94791 -2.44547
H -5.20283 3.12001 -4.11313
H -3.69126 3.83504 -4.74262
H -4.15495 2.31775 -5.39246
C -3.86503 -1.67430 3.30848
C -2.40102 -2.22805 3.21376
O -1.87596 -2.39978 4.53281
P -0.61521 -1.49132 5.13589
O -0.11886 -1.96114 6.42784
O -1.17115 0.01707 5.11956
C -0.69655 1.04328 6.04713
C -0.06796 2.16573 5.20911
O 0.59598 -1.53786 4.02184
C 1.42287 -2.61201 3.99295
C 1.20213 -3.17965 2.52039
H -3.86717 -0.81669 3.98124
H -4.28360 -1.47037 2.32293
H -4.47222 -2.43626 3.79721
H -2.32716 -3.21154 2.74964
H -1.83266 -1.52792 2.60149
H -1.51129 1.31918 6.71660
H -0.01985 0.65443 6.80803
H -0.90084 2.50684 4.59425
H 0.29286 2.96524 5.85618
H 0.75030 1.76374 4.61166
H 2.45360 -2.25753 3.99696
H 1.24223 -3.35948 4.76545
H 1.30144 -2.51936 1.65885
H 1.92245 -3.97963 2.34928
H 0.25965 -3.72532 2.47498
C 0.89007 3.57996 -1.81979
C 1.79767 2.85742 -0.80334
O 1.16385 1.60519 -0.49419
P 0.66273 1.43261 1.04475
O -0.06026 0.18250 1.27939
O 1.94975 1.75410 1.97200
C 2.99304 0.76283 1.99161
C 4.25139 1.66136 2.17392
O -0.28758 2.73500 1.39368
C -1.67570 2.70896 1.03401
C -2.50545 2.07226 2.14185
H -0.14023 3.22596 -1.78389
H 0.92332 4.66748 -1.75421
H 1.20035 3.37779 -2.84494
H 2.72583 2.67125 -1.34366
H 2.06284 3.43265 0.08373
H 2.90835 -0.04577 2.71762
H 2.92445 0.35251 0.98412
H 4.39499 2.31993 1.31732
H 4.12570 2.31554 3.03668
H 5.16408 1.09951 2.37249
H -2.06568 3.70861 0.84238
H -1.85103 2.20627 0.08288
H -2.70040 1.06607 1.77081
H -2.05071 1.83635 3.10396
H -3.32504 2.76216 2.34291

Output
- 2S+1 = 2
- largest force on an atom (eV/A) = 4.67
- charge = +1
- expectation value of S² = 0.76
- LUMO (alpha / beta) (eV) = -2.241 / -5.673
- gap between HOMO and LUMO (alpha / beta) (eV) = 10.0855 / 6.6516
- E (a.u.) = -4604.59545
- E_HOMO (alpha / beta) (eV) = -12.33 / -12.32

***

A 7-piece molecular cluster, C21H53N2O10P2 overall in a non-equilibrium geometry, computed with ωB97M-V/def2-TZVPD.

CARTESIAN COORDINATES (ANGSTROEM)
C 1.14204 0.77130 3.30521
C 1.34056 -0.66549 2.68635
O 0.11494 -1.19598 2.14477
C 0.20255 -1.37626 0.72790
C -1.30488 -1.42414 0.23833
C -1.94264 -0.11272 0.81291
C -2.77848 -0.25385 1.97237
C -3.29698 1.03934 2.47470
P -4.37557 1.18673 4.00879
O -4.58421 -0.36722 4.61735
O -3.37048 1.88503 5.15739
C -2.84385 2.16378 1.64612
P -3.47369 3.86979 2.21873
C -1.94938 4.82783 2.67391
O -4.10762 4.54728 0.82810
N -2.09127 2.18272 0.56274
N -1.63001 1.00956 0.16091
H 1.73881 1.53331 2.74480
H 1.46634 0.83073 4.36922
H 0.08212 1.12052 3.27220
H 2.14224 -0.62793 1.91020
H 1.64346 -1.32307 3.53864
H 0.76268 -2.29373 0.44780
H 0.64874 -0.47147 0.22635
H -1.77611 -2.32935 0.66691
H -1.37740 -1.34629 -0.86921
H -3.00131 -1.21386 2.46842
H -4.36256 -1.03090 3.94303
H -3.40443 2.85167 5.03973
H -1.50585 5.37493 1.77358
H -2.12767 5.61558 3.44097
H -1.15088 4.11147 2.99699
H -3.54865 5.26373 0.47933
H -1.01726 0.98358 -0.65873
C -2.27429 -5.30210 -1.47894
C -1.19022 -4.45018 -2.11073
O -0.32714 -3.91331 -1.10367
H -2.86352 -4.71161 -0.77315
H -2.94208 -5.71067 -2.23885
H -1.83667 -6.13030 -0.91509
H -1.62940 -3.61390 -2.65450
H -0.59088 -5.03783 -2.81036
H 0.06801 -4.65577 -0.63149
C 5.20691 3.84550 1.85619
C 4.22943 2.99681 2.64634
O 4.02558 1.73935 2.00561
H 4.83680 4.01225 0.84220
H 5.36284 4.81282 2.33731
H 6.17132 3.34006 1.76535
H 3.26230 3.49540 2.71662
H 4.60108 2.81892 3.66010
H 4.88152 1.29745 1.95516
C -1.23853 -0.38879 -4.76161
C -0.35215 -1.62077 -4.70268
O -1.08733 -2.78029 -5.06412
H -2.09403 -0.50071 -4.09051
H -0.68202 0.50859 -4.47794
H -1.63910 -0.24837 -5.76785
H 0.02931 -1.76924 -3.68930
H 0.50152 -1.51747 -5.38089
H -1.41855 -2.65186 -5.97093
C 1.62949 3.54787 -0.67645
C 1.27907 4.42092 0.51251
O -0.11125 4.74024 0.50751
H 1.37835 4.05481 -1.60992
H 2.69303 3.30374 -0.68295
H 1.05612 2.61499 -0.65316
H 1.83574 5.35718 0.47550
H 1.51958 3.91200 1.45101
H -0.60113 3.90875 0.54878
C -3.50467 -2.56273 -9.46317
C -2.33038 -2.95200 -8.58747
O -2.72446 -3.00022 -7.21342
H -3.89813 -1.58924 -9.16482
H -3.21053 -2.51685 -10.51289
H -4.32009 -3.28313 -9.35894
H -1.52726 -2.21975 -8.67773
H -1.93831 -3.93164 -8.87569
H -3.42737 -3.65495 -7.13381
C 4.40036 -2.71712 5.46190
C 5.46525 -2.05891 4.60544
O 5.38030 -0.63917 4.70421
H 3.40507 -2.39128 5.15210
H 4.45424 -3.80472 5.38590
H 4.51776 -2.43321 6.51075
H 5.33202 -2.32747 3.55700
H 6.46498 -2.37498 4.91856
H 5.50818 -0.40370 5.63024

Output
- 2S+1 = 1
- largest force on an atom (eV/A) = 4.77
- charge = +1
- LUMO (eV) = -4.691
- gap between HOMO and LUMO (eV) = 6.5896
- E (a.u.) = -2376.21981
- E_HOMO (eV) = -11.28